[1]
2 unconnected molecules or ions with the total composition C5H14. Source: the OMol25 dataset; level of theory: ωB97M-V with the def2-TZVPD basis set.

Geometry as XYZ:
```
19
Properties=species:S:1:pos:R:3:forces:R:3:lowdin_charge:R:1
H -0.7989 0.6418 2.9930 -1.6 0.7 -0.1 0.051
C -1.0655 0.6636 -2.5752 1.7 5.2 1.8 -0.159
C 0.1033 0.1327 3.0840 2.5 -1.9 4.5 -0.128
H -1.8655 0.5625 -3.2666 -0.7 0.1 -0.2 0.055
H 0.9023 0.7725 3.5972 -1.3 -0.3 -0.7 0.102
H 1.4829 -1.2237 2.2166 -0.4 1.2 0.2 0.133
H 0.2899 0.3733 -4.1389 0.0 -0.6 -1.4 0.037
C -0.0850 -1.1746 0.9410 -0.8 1.4 -3.7 -0.125
H -1.0318 1.6779 -1.8928 -1.4 -2.1 -1.7 0.126
H -0.9860 -0.0110 -1.8140 -0.7 -2.4 1.6 -0.013
C 0.7125 -0.4462 1.9023 1.8 -4.4 1.8 -0.405
H -0.6425 -0.3778 0.4618 -1.2 0.0 -0.2 0.059
H 0.4761 -1.4747 0.0220 0.0 -0.5 1.0 0.091
C 0.3159 0.7740 -3.1604 0.8 -3.3 -0.2 -0.191
H 1.2407 0.3223 1.5799 2.5 3.1 -3.0 0.054
H -0.7632 -1.9316 1.2577 -0.3 -0.6 0.5 0.074
H 0.1232 -0.7570 3.8035 -1.3 1.4 -0.3 0.099
H 0.9858 -0.0079 -2.6386 -0.4 1.9 -0.5 0.098
H 0.6998 1.7365 -3.3315 0.8 1.3 0.6 0.042
```
Forces are in eV/Å.

Properties
- Spin multiplicity: 1
- HOMO energy: -10.7 eV
- SMILES: CCC.CC
- Energy above the lowest of the compared OMol25 structures with the same formula, charge and spin: 227.4 kJ/mol

=====

[2]
A molecular structure, C24H36N9OSSi2V. Source: the OMol25 dataset; level of theory: ωB97M-V with the def2-TZVPD basis set.

Geometry as XYZ:
```
74
Properties=species:S:1:pos:R:3:forces:R:3:lowdin_spin:R:1
H 3.1268 1.1549 3.0146 0.0 0.1 0.2 0.000
C -0.9001 1.3285 1.9733 -0.2 0.2 0.8 0.013
C -0.1337 -3.5390 -1.1732 -0.1 0.4 0.1 0.018
Si -3.6994 -0.6174 -0.1203 -0.4 -0.1 0.0 0.009
H -2.7556 1.5256 -2.6746 0.0 -0.1 0.0 0.007
V -0.6627 0.4158 -0.6288 0.6 -0.4 -1.2 2.391
H -5.6275 0.9134 0.5058 0.0 0.1 0.2 0.000
H 0.2857 2.1832 3.5356 0.2 0.1 0.1 0.000
C 3.8190 -1.7438 -0.2656 0.2 -0.3 0.1 0.000
H -2.4169 -0.9407 -2.2720 0.1 0.0 -0.2 0.005
O -0.2190 -1.3772 -0.3917 0.7 -3.1 0.6 0.016
H 0.8117 4.1663 1.8648 -0.3 0.1 0.0 0.000
H -4.1171 -1.3094 -2.5157 -0.2 0.1 -0.1 0.000
H -0.0641 -5.4984 -1.9806 0.0 0.0 0.1 -0.001
N 2.7563 -1.0536 -0.7615 -0.3 0.1 -0.1 0.002
C -2.2110 2.2930 -2.1587 -0.4 0.2 -0.3 0.058
C 6.1490 -2.3744 -0.3374 0.1 0.0 0.0 0.000
N -1.3492 5.4966 -1.4587 0.1 0.6 -0.1 0.008
H 3.8140 0.6333 1.4939 0.2 0.0 -0.2 0.000
H 4.5157 -4.1505 2.0188 0.0 0.0 0.1 0.000
H -5.0166 1.3325 -1.0807 0.1 0.1 -0.1 0.001
H -3.0790 -2.4728 -1.7177 0.1 -0.2 0.1 0.000
C 2.2373 2.2562 -0.6850 -0.2 -0.3 0.5 0.012
H -0.3925 -3.8122 -0.1621 0.0 0.1 0.1 0.001
H -1.5753 2.4629 5.1111 0.0 0.0 0.1 0.000
C 0.4085 -3.9940 -3.4558 0.0 0.7 0.1 0.026
C 0.2787 -1.7210 -2.6463 -0.1 0.5 0.7 0.031
C 4.6878 -3.4330 1.2285 0.0 0.0 0.0 0.000
Si 1.6325 1.9168 1.1019 0.2 0.2 0.1 0.009
H 7.1335 -2.2517 -0.7708 0.0 0.0 0.0 0.000
N -0.0406 -2.1995 -1.3917 0.5 -1.1 -1.0 0.011
N -1.5392 4.1366 -1.5576 -0.2 -1.8 0.2 0.055
S 0.3148 -0.0345 -2.8791 -0.1 0.1 -0.2 0.016
N -2.4043 3.5740 -2.3809 0.2 0.8 0.0 -0.020
C -2.1957 0.8347 1.6460 -0.3 0.3 0.7 0.012
C 1.7581 3.6455 1.9526 -0.1 -0.6 -0.2 0.001
C -4.3251 -2.0542 1.0031 0.2 0.6 -0.3 0.002
H -0.7158 5.6436 -0.6750 -0.2 -0.1 -0.1 0.002
H 6.7765 -3.8923 1.0450 0.1 0.0 0.0 0.000
H 1.7084 1.6209 -1.3907 0.1 -0.1 -0.1 0.007
C 0.5319 -2.6298 -3.6615 0.0 -1.2 -0.2 -0.002
N -2.3162 0.2159 0.4394 -1.5 -0.9 -0.4 0.030
H 2.6526 -2.7784 1.2028 -0.1 0.0 0.0 0.000
H 0.5660 -4.6844 -4.2700 0.0 -0.1 0.0 0.002
C -1.7528 2.0241 4.1372 -0.3 0.1 0.3 0.004
H 2.5266 4.2571 1.4885 0.2 0.0 -0.2 0.000
H 2.4438 -0.2215 2.1786 -0.1 -0.2 0.0 0.000
H -6.0608 -0.0679 -0.8788 -0.1 -0.2 -0.1 0.000
H 1.9994 3.5739 3.0089 0.0 0.0 0.2 0.000
H 1.9087 -1.0042 -0.2074 0.1 0.0 -0.1 0.002
C -3.0258 1.6177 3.7848 -0.1 0.1 0.3 0.007
H -4.2277 0.6758 2.2909 -0.2 -0.1 0.0 0.000
N 0.0584 1.2233 1.0101 1.6 0.6 0.6 0.037
C -3.2890 -1.4108 -1.8183 0.0 0.3 0.5 0.008
C -0.7045 1.8755 3.2432 -0.1 -0.1 -0.2 0.005
H 2.0264 3.2805 -0.9734 -0.1 0.2 0.0 0.001
C -3.2369 1.0146 2.5544 0.2 0.0 -0.1 0.004
C 2.8784 0.7634 2.0312 -0.4 0.5 -0.3 0.001
H 3.3046 2.0962 -0.8082 0.3 -0.1 0.1 0.000
C 3.6355 -2.6717 0.7673 -0.1 0.1 0.0 0.000
H 5.2707 -0.8827 -1.5958 0.0 0.0 -0.1 0.000
C -5.2507 0.4977 -0.4241 0.6 -0.4 0.2 0.003
H -4.7400 -1.6774 1.9334 -0.1 0.1 0.2 0.000
H 2.9219 -0.2538 -1.3489 0.0 0.0 0.0 0.000
N -0.8373 3.2582 -0.8338 -0.3 1.2 -0.2 0.134
H -2.2463 5.9506 -1.2825 0.2 -0.3 0.1 0.002
N -1.2622 2.0705 -1.2300 -0.6 3.3 -0.9 0.062
C 5.9535 -3.2949 0.6799 0.2 -0.1 0.1 0.000
H -3.5158 -2.7333 1.2578 0.2 -0.1 0.0 0.000
H -5.1011 -2.6304 0.5040 -0.2 -0.1 -0.2 0.000
C 0.0626 -4.4447 -2.1770 0.0 -0.1 -0.3 0.002
H 0.8049 -2.2260 -4.6239 0.0 0.0 0.0 0.000
C 5.1033 -1.6055 -0.8072 -0.1 0.1 0.0 0.000
H -3.8561 1.7577 4.4654 0.0 0.0 0.1 0.001
```
Forces are in eV/Å.

Properties
- Spin multiplicity: 4
- Charge: -1
- <S²>: 3.773
- HOMO energy (spin up / spin down): -2.2 / -3.1 eV
- Energy above the lowest of the compared OMol25 structures with the same formula, charge and spin: 154.2 kJ/mol